i.
# C4H11NO3

A 2-piece molecular cluster, C4H11NO3 overall (wB97M-V/def2-TZVPD, OMol25).

Results
Orbital gap: 10.5656 eV
2S+1: 1

```
19
Properties=species:S:1:pos:R:3:nbo_charge:R:1
C 1.24 2.56 1.05 -0.43
N 0.84 1.14 1.26 -0.62
C -0.18 0.67 0.50 0.68
O -0.60 1.28 -0.46 -0.62
C -0.73 -0.65 1.05 -0.53
C -1.51 -1.59 0.12 -0.06
O -2.89 -1.26 0.06 -0.72
H 0.36 3.01 0.58 0.23
H 1.54 2.95 2.00 0.20
H 2.00 2.70 0.27 0.20
H 1.12 0.78 2.14 0.39
H -1.38 -0.43 1.91 0.24
H 0.12 -1.19 1.47 0.21
H -1.36 -2.59 0.54 0.18
H -1.18 -1.60 -0.92 0.18
H -2.96 -0.34 -0.17 0.47
O 1.78 -1.50 -4.07 -0.93
H 2.20 -1.49 -3.20 0.46
H 1.57 -2.45 -4.14 0.46
```

ii.
# C4H11NO3

A 2-piece molecular cluster, C4H11NO3 overall (wB97M-V/def2-TZVPD, OMol25).

Results
Orbital gap: 10.5655 eV
2S+1: 1

```
19
Properties=species:S:1:pos:R:3:nbo_charge:R:1
C -1.50 1.37 -1.00 -0.63
C -0.67 1.88 0.24 -0.40
C 0.72 1.17 0.32 -0.22
N 0.45 -0.26 0.40 -0.65
C 1.35 -1.21 0.87 0.89
O 0.93 -2.25 1.33 -0.61
O 2.64 -0.83 0.68 -0.71
H -2.38 0.80 -0.72 0.21
H -1.81 2.24 -1.59 0.22
H -0.81 0.80 -1.62 0.21
H -0.43 2.94 0.17 0.21
H -1.28 1.74 1.13 0.21
H 1.13 1.63 1.22 0.19
H 1.34 1.33 -0.56 0.20
H -0.47 -0.61 0.54 0.40
H 2.88 -0.23 1.38 0.49
O -0.79 -3.91 -0.89 -0.93
H -0.86 -3.32 -1.65 0.46
H -0.44 -3.28 -0.26 0.47
```

iii.
# C4H11NO3

C4H11NO3 as an isolated structure (wB97M-V/def2-TZVPD, OMol25).

Results
Orbital gap: 6.4595 eV
2S+1: 1

```
19
Properties=species:S:1:pos:R:3:nbo_charge:R:1
C 0.25 1.53 -0.28 0.05
O 0.29 1.69 -1.53 -0.51
C -0.12 -0.07 0.06 -0.06
C -1.53 -0.27 0.58 -0.21
C -2.53 0.57 0.56 -0.36
O -0.10 -2.49 2.05 -1.00
N 0.77 -0.56 0.93 -0.47
H -0.55 2.10 0.21 0.22
H 1.21 1.82 0.16 0.17
H 2.01 -0.30 -2.82 0.47
H -0.04 -0.53 -0.93 0.26
H -3.51 0.20 0.82 0.21
H -1.67 -1.30 0.88 0.27
H -2.56 1.63 0.39 0.20
H 0.41 -1.54 1.51 0.43
H 0.27 -3.38 2.18 0.47
H 1.57 -0.94 0.40 0.39
H 1.47 0.95 -1.95 0.47
O 2.21 0.26 -2.06 -1.00
```

iv.
# C4H11NO3

A 2-piece molecular cluster, C4H11NO3 overall (wB97M-V/def2-TZVPD, OMol25).

Results
Orbital gap: 9.5907 eV
2S+1: 1

```
19
Properties=species:S:1:pos:R:3:nbo_charge:R:1
C -0.54 -0.13 -1.45 -0.44
N -0.31 -0.70 -0.12 -0.63
C 0.17 0.43 0.80 -0.20
C 1.56 0.88 0.41 0.42
O 2.15 0.25 -0.45 -0.53
C -1.07 1.35 1.06 -0.08
O -0.87 1.85 2.42 -0.72
H -1.01 0.90 -1.55 0.18
H 0.39 -0.05 -2.04 0.19
H -1.20 -0.81 -1.94 0.20
H 0.46 -1.38 -0.35 0.38
H 0.30 -0.09 1.76 0.23
H 1.93 1.77 0.85 0.12
H -1.91 0.65 1.16 0.21
H -1.20 2.11 0.30 0.18
H -0.82 2.81 2.30 0.47
O 0.71 -3.10 -1.40 -0.93
H 0.03 -3.74 -1.18 0.48
H 1.23 -2.98 -0.60 0.47
```

The least stable of them is iii.

i.
# C4H11NO3

One molecule with the formula C4H11NO3 (wB97M-V/def2-TZVPD, OMol25).

Results
Orbital gap: 9.1082 eV
2S+1: 1

```
19
Properties=species:S:1:pos:R:3:nbo_charge:R:1
N -2.14 0.76 1.19 -0.86
C -1.83 -0.65 0.95 -0.28
C -0.42 -0.85 0.44 0.05
O 0.79 -0.87 1.39 -0.75
C 0.11 0.27 -0.45 0.09
O 0.22 1.26 0.31 -0.70
C 1.59 -0.24 -1.23 -0.11
O 1.96 1.02 -1.94 -0.79
H -1.66 1.30 0.44 0.39
H -1.90 0.81 2.35 0.38
H -2.09 -1.47 1.66 0.22
H -2.61 -0.99 0.19 0.20
H -0.25 -1.84 0.02 0.19
H 1.06 0.06 1.39 0.46
H -0.59 0.24 -1.19 0.15
H 1.07 1.71 -0.07 0.51
H 2.50 -0.31 -0.57 0.19
H 1.51 -0.91 -2.10 0.19
H 2.69 0.69 -2.81 0.47
```

ii.
# C4H11NO3

A 2-piece molecular cluster, C4H11NO3 overall (wB97M-V/def2-TZVPD, OMol25).

Results
Orbital gap: 10.1585 eV
2S+1: 1

```
19
Properties=species:S:1:pos:R:3:nbo_charge:R:1
C -2.44 -0.09 -1.78 -0.42
N -1.40 0.28 -0.81 -0.62
C -0.11 0.43 -1.13 0.64
O 0.38 0.22 -2.23 -0.59
C 0.82 0.73 0.10 -0.19
O 0.56 -0.23 1.09 -0.56
C 1.02 0.20 2.38 -0.26
H -2.65 -1.17 -1.75 0.20
H -2.18 0.20 -2.81 0.24
H -3.36 0.45 -1.49 0.20
H -1.52 0.35 0.20 0.40
H 0.64 1.73 0.53 0.18
H 1.88 0.68 -0.19 0.24
H 2.01 0.68 2.40 0.19
H 1.05 -0.68 3.05 0.20
H 0.28 0.91 2.78 0.18
O 1.79 -1.42 -0.46 -0.98
H 2.20 -2.17 0.02 0.46
H 1.05 -1.12 0.12 0.47
```

The least stable of them is i.

i.
# C4H11NO3

A 2-piece molecular cluster, C4H11NO3 overall (wB97M-V/def2-TZVPD, OMol25).

Results
Orbital gap: 10.1676 eV
2S+1: 1

```
19
Properties=species:S:1:pos:R:3:nbo_charge:R:1
C -0.77 -1.90 -1.36 -0.64
C 0.38 -0.91 -1.20 0.09
O -0.06 0.42 -1.48 -0.76
C 0.96 -0.90 0.25 -0.25
N 0.59 0.29 1.04 -0.62
C -0.16 0.09 2.16 0.53
O -0.30 -0.97 2.73 -0.61
H -1.73 -1.47 -1.10 0.23
H -0.59 -2.77 -0.71 0.22
H -0.79 -2.31 -2.36 0.21
H 1.22 -1.16 -1.85 0.17
H -0.11 0.52 -2.44 0.48
H 0.71 -1.78 0.83 0.24
H 2.04 -0.85 0.15 0.19
H 0.26 1.08 0.51 0.41
H -0.60 1.02 2.53 0.11
O -0.48 3.30 -1.07 -0.96
H -0.98 2.49 -1.06 0.48
H 0.46 3.18 -1.23 0.48
```

ii.
# C4H11NO3

A 2-piece molecular cluster, C4H11NO3 overall (wB97M-V/def2-TZVPD, OMol25).

Results
Orbital gap: 9.1617 eV
2S+1: 1

```
19
Properties=species:S:1:pos:R:3:nbo_charge:R:1
C 0.89 0.76 -0.90 -0.41
N 0.35 0.02 0.14 -0.65
C -1.00 0.32 0.50 -0.14
C -2.07 -0.35 -0.31 -0.63
C -1.11 1.90 0.36 0.80
O -1.55 2.55 -0.56 -0.58
O -0.37 2.37 1.37 -0.70
H 0.40 0.65 -1.86 0.17
H 1.95 0.36 -1.26 0.20
H 1.03 1.78 -0.57 0.18
H 0.75 -0.95 0.28 0.38
H -1.01 0.21 1.60 0.22
H -1.84 -0.09 -1.31 0.22
H -2.10 -1.49 -0.14 0.21
H -3.08 -0.07 -0.13 0.22
H 0.01 3.25 1.25 0.50
O 3.24 -3.50 0.50 -0.94
H 3.12 -4.51 0.28 0.48
H 2.39 -3.20 0.78 0.46
```

iii.
# C4H11NO3

A 2-piece molecular cluster, C4H11NO3 overall (wB97M-V/def2-TZVPD, OMol25).

Results
Orbital gap: 10.3554 eV
2S+1: 1

```
19
Properties=species:S:1:pos:R:3:nbo_charge:R:1
C 0.35 1.53 0.78 -0.63
C 1.34 0.40 0.55 -0.42
C 1.05 -0.37 -0.72 -0.22
N -0.23 -1.07 -0.74 -0.65
C -0.41 -2.26 -0.08 0.88
O -1.49 -2.68 0.24 -0.62
O 0.71 -3.00 0.16 -0.69
H -0.68 1.18 0.63 0.23
H 0.47 1.99 1.75 0.21
H 0.43 2.30 0.01 0.20
H 2.33 0.86 0.43 0.20
H 1.51 -0.19 1.44 0.21
H 1.86 -1.01 -1.08 0.19
H 1.05 0.36 -1.54 0.21
H -1.04 -0.46 -0.71 0.41
H 1.40 -2.80 -0.48 0.48
O -2.53 1.65 -0.30 -0.96
H -3.30 1.10 -0.45 0.48
H -2.80 2.48 0.12 0.48
```

The least stable of them is ii.

i.
# C2H5NO

C2H5NO as an isolated structure (wB97M-V/def2-TZVPD, OMol25).

Results
Orbital gap: 9.9666 eV
2S+1: 1

```
9
Properties=species:S:1:pos:R:3:nbo_charge:R:1
C 0.20 -0.61 -1.19 -0.57
N -0.08 0.56 -0.02 -0.70
C -0.03 0.27 1.31 0.52
O 0.67 -0.59 1.79 -0.58
H 0.23 -1.54 -0.61 0.21
H -0.74 -0.62 -1.77 0.21
H 0.95 0.30 -0.86 0.39
H -0.58 1.37 -0.35 0.40
H -0.73 0.89 1.89 0.11
```

ii.
# C2H5NO

One molecule with the formula C2H5NO (wB97M-V/def2-TZVPD, OMol25).

Results
Orbital gap: 10.7735 eV
2S+1: 1

```
9
Properties=species:S:1:pos:R:3:nbo_charge:R:1
C 1.02 -0.09 -0.20 -0.73
C -0.30 -0.29 0.58 0.68
N -1.29 0.33 -0.09 -0.82
O -0.38 -0.91 1.63 -0.61
H 1.72 0.42 0.46 0.24
H 1.00 0.49 -1.14 0.20
H 1.40 -1.08 -0.47 0.24
H -2.27 0.38 0.16 0.41
H -0.90 0.74 -0.91 0.39
```

iii.
# C2H5NO

One molecule with the formula C2H5NO (wB97M-V/def2-TZVPD, OMol25).

Results
Orbital gap: 11.0996 eV
2S+1: 1

```
9
Properties=species:S:1:pos:R:3:nbo_charge:R:1
H -1.23 -2.26 0.67 0.36
N -0.66 -1.43 0.65 -0.74
C -0.66 -0.78 -0.43 0.43
O -0.02 0.35 -0.73 -0.52
C 0.80 1.14 0.15 -0.26
H -1.23 -1.07 -1.33 0.14
H 0.88 0.69 1.14 0.21
H 0.34 2.13 0.20 0.19
H 1.78 1.23 -0.33 0.19
```

The least stable of them is i.

i.
# C2H5NO

One molecule with the formula C2H5NO (wB97M-V/def2-TZVPD, OMol25).

Results
Orbital gap: 10.5235 eV
2S+1: 1

```
9
Properties=species:S:1:pos:R:3:nbo_charge:R:1
N 0.65 -0.78 -0.78 -0.82
C 0.25 0.07 0.37 -0.34
C -1.17 0.42 0.34 0.44
O -1.59 1.46 -0.09 -0.50
H 0.87 -0.18 -1.56 0.36
H 1.50 -1.26 -0.55 0.36
H 0.62 -0.43 1.26 0.21
H 0.78 1.04 0.32 0.19
H -1.90 -0.35 0.70 0.10
```

ii.
# C2H5NO

A 2-piece molecular cluster, C2H5NO overall (wB97M-V/def2-TZVPD, OMol25).

Results
Orbital gap (alpha / beta): 8.1470 / 8.3397 eV
2S+1: 1

```
9
Properties=species:S:1:pos:R:3:nbo_charge:R:1
C -0.40 -0.42 0.61 -0.71
C 0.62 0.63 0.70 -0.28
N 0.42 0.34 -2.16 0.21
O -0.43 -0.45 -2.08 -0.21
H 0.09 -1.30 1.11 0.22
H -1.37 -0.02 1.07 0.21
H -0.84 -0.72 -0.33 0.23
H 1.61 0.38 0.20 0.17
H 0.30 1.56 0.88 0.16
```

The least stable of them is ii.

i.
# C2H5NO

One molecule with the formula C2H5NO (wB97M-V/def2-TZVPD, OMol25).

Results
Orbital gap: 10.4868 eV
2S+1: 1

```
9
Properties=species:S:1:pos:R:3:nbo_charge:R:1
C 0.68 0.70 0.01 -0.46
N -0.65 0.56 -0.61 -0.16
C -1.34 -0.61 -0.30 0.04
O -1.57 0.58 0.41 -0.37
H 1.38 0.11 -0.65 0.21
H 0.73 1.86 0.07 0.23
H 0.68 0.26 1.01 0.19
H -2.13 -0.98 -0.91 0.17
H -0.76 -1.36 0.05 0.15
```

ii.
# C2H5NO

One molecule with the formula C2H5NO (wB97M-V/def2-TZVPD, OMol25).

Results
Orbital gap (alpha / beta): 9.7978 / 9.7967 eV
2S+1: 1

```
9
Properties=species:S:1:pos:R:3:nbo_charge:R:1
C -1.63 0.55 0.14 -0.19
N -0.79 -0.43 0.22 0.12
C 0.45 -0.12 0.86 -0.45
O -1.03 -1.57 -0.27 -0.52
H -2.42 0.60 -0.48 0.20
H -1.28 1.50 0.62 0.17
H 0.34 0.65 1.57 0.22
H 0.94 -1.00 1.40 0.23
H 1.24 -0.01 0.17 0.23
```

The least stable of them is i.

i.
# C26H26FN3O4PSTi

C26H26FN3O4PSTi as an isolated structure (wB97M-V/def2-TZVPD, OMol25).

Results
Orbital gap: 5.3170 eV
Charge: +3
2S+1: 1

```
63
Properties=species:S:1:pos:R:3:nbo_charge:R:1
Ti 0.09 -0.64 -0.04 1.63
N -1.43 -2.20 -0.16 -0.88
C -2.62 -2.03 -1.00 0.14
C -3.38 -3.11 -1.40 -0.21
C -4.55 -2.88 -2.12 -0.11
C -4.95 -1.58 -2.43 -0.19
C -4.18 -0.50 -2.05 -0.07
C -3.00 -0.73 -1.34 -0.47
P -1.84 0.54 -0.91 1.15
C -0.46 0.51 -2.05 -0.52
C 0.63 1.37 -1.77 -0.26
C 1.73 1.38 -2.60 -0.09
C 1.78 0.52 -3.70 -0.14
C 0.74 -0.37 -3.95 -0.16
C -0.38 -0.39 -3.13 -0.14
C -2.49 2.13 -0.54 -0.48
C -3.23 2.28 0.64 -0.10
C -3.82 3.50 0.90 -0.20
C -3.67 4.55 0.00 -0.11
C -2.94 4.40 -1.17 -0.18
C -2.33 3.18 -1.45 -0.16
H -1.02 -3.11 -0.38 0.43
H -1.74 -2.28 0.81 0.44
H -3.10 -4.12 -1.13 0.25
H -5.15 -3.72 -2.43 0.27
H -5.87 -1.42 -2.98 0.27
H -4.48 0.51 -2.29 0.24
H 0.56 2.09 -0.95 0.27
H 2.54 2.08 -2.42 0.26
H 2.63 0.55 -4.37 0.27
H 0.79 -1.03 -4.80 0.27
H -1.20 -1.07 -3.34 0.26
H -3.35 1.46 1.34 0.22
H -4.40 3.64 1.80 0.26
H -4.15 5.50 0.21 0.26
H -2.84 5.22 -1.87 0.26
H -1.78 3.05 -2.37 0.23
C 3.32 -1.58 -1.01 -0.72
S 1.65 -2.30 -1.06 0.29
C 1.77 -3.52 0.29 -0.73
H 3.55 -1.29 0.01 0.27
H 3.35 -0.74 -1.69 0.25
H 3.99 -2.36 -1.36 0.28
H 2.49 -4.26 -0.04 0.28
H 0.80 -4.01 0.41 0.23
H 2.10 -3.04 1.21 0.28
F 4.81 2.62 5.30 -0.25
C 4.35 1.63 4.56 0.30
C 3.04 1.41 4.42 -0.06
N 2.58 0.36 3.62 -0.41
C 1.20 -0.03 3.58 -0.32
C 0.68 -0.18 2.19 0.86
O -0.32 -0.92 1.92 -0.67
O 1.15 0.44 1.15 -0.68
C 3.43 -0.49 2.96 0.81
O 2.96 -1.38 2.25 -0.72
N 4.75 -0.24 3.12 -0.61
C 5.35 0.78 3.90 0.60
O 6.54 0.89 3.95 -0.46
H 2.31 2.03 4.92 0.25
H 0.58 0.74 4.06 0.29
H 1.00 -0.97 4.10 0.28
H 5.40 -0.87 2.66 0.45
```

ii.
# C26H26FN3O4PSTi

C26H26FN3O4PSTi as an isolated structure (wB97M-V/def2-TZVPD, OMol25).

Results
Orbital gap: 6.3355 eV
Charge: +3
2S+1: 1

```
63
Properties=species:S:1:pos:R:3:nbo_charge:R:1
Ti 0.69 0.84 0.45 1.63
N 2.28 0.22 -0.81 -0.89
C 2.31 -1.18 -0.39 0.18
C 3.48 -1.80 0.02 -0.23
C 3.43 -3.14 0.39 -0.12
C 2.22 -3.84 0.35 -0.16
C 1.05 -3.21 -0.04 -0.15
C 1.09 -1.87 -0.42 -0.46
P -0.29 -0.90 -1.06 1.09
C 0.00 -0.58 -2.79 -0.48
C 0.30 -1.66 -3.62 -0.17
C 0.49 -1.44 -4.98 -0.17
C 0.38 -0.16 -5.50 -0.13
C 0.09 0.92 -4.67 -0.19
C -0.10 0.72 -3.31 -0.15
C -1.88 -1.62 -0.76 -0.48
C -2.86 -1.44 -1.75 -0.11
C -4.12 -1.99 -1.56 -0.20
C -4.40 -2.70 -0.39 -0.11
C -3.42 -2.87 0.59 -0.19
C -2.17 -2.32 0.42 -0.18
H 3.17 0.68 -0.60 0.45
H 2.12 0.32 -1.82 0.45
H 4.42 -1.27 0.02 0.26
H 4.33 -3.64 0.69 0.27
H 2.20 -4.89 0.63 0.27
H 0.12 -3.77 -0.09 0.26
H 0.38 -2.67 -3.22 0.24
H 0.71 -2.28 -5.63 0.26
H 0.53 0.00 -6.56 0.26
H 0.01 1.92 -5.08 0.25
H -0.34 1.56 -2.67 0.20
H -2.63 -0.92 -2.67 0.23
H -4.88 -1.88 -2.32 0.26
H -5.38 -3.13 -0.25 0.26
H -3.65 -3.43 1.48 0.26
H -1.42 -2.46 1.19 0.22
C 2.10 -0.64 3.43 -0.72
S 2.35 0.72 2.28 0.27
C 2.51 2.19 3.32 -0.72
H 2.97 -0.66 4.09 0.28
H 2.06 -1.56 2.85 0.25
H 1.19 -0.48 4.00 0.28
H 1.73 2.18 4.08 0.26
H 2.45 3.07 2.68 0.26
H 3.50 2.14 3.77 0.28
F -0.81 -0.16 1.89 -0.30
C -1.21 1.14 2.17 0.13
C -1.78 1.85 1.18 0.06
N -1.88 3.21 1.28 -0.41
C -1.58 3.95 0.04 -0.32
C -0.09 3.78 -0.27 0.78
O 0.74 4.58 -0.49 -0.37
O 0.27 2.38 -0.21 -0.82
C -1.54 3.88 2.50 0.78
O -1.49 5.06 2.56 -0.48
N -1.26 3.02 3.57 -0.63
C -0.91 1.69 3.49 0.62
O -0.40 1.06 4.38 -0.52
H -2.10 1.39 0.25 0.27
H -1.80 5.01 0.17 0.32
H -2.18 3.55 -0.77 0.26
H -1.11 3.49 4.46 0.47
```

The least stable of them is ii.

i.
# C11H18O

A 2-piece molecular cluster, C11H18O overall (wB97M-V/def2-TZVPD, OMol25).

Results
Orbital gap: 9.1633 eV
2S+1: 1

```
30
Properties=species:S:1:pos:R:3:nbo_charge:R:1
C -2.44 1.60 1.90 -0.64
C -0.96 1.38 1.79 -0.06
C -0.11 2.46 1.50 -0.18
C 1.25 2.22 1.47 -0.28
C 1.79 0.94 1.56 0.30
O 3.13 0.76 1.62 -0.69
C 0.94 -0.13 1.82 -0.26
C -0.43 0.12 1.93 -0.19
H -2.98 0.85 2.49 0.22
H -2.90 1.84 0.95 0.22
H -2.75 2.37 2.63 0.22
H -0.54 3.43 1.31 0.21
H 1.94 3.06 1.60 0.20
H 3.72 1.51 1.53 0.49
H 1.34 -1.13 1.78 0.22
H -1.02 -0.71 2.28 0.21
C 0.52 -1.54 -2.20 -0.62
C -0.78 -1.70 -3.00 -0.21
C -0.48 -2.45 -4.31 -0.61
C -1.87 -2.36 -2.16 -0.61
H 0.21 -0.86 -1.38 0.21
H 1.28 -0.91 -2.67 0.22
H 0.80 -2.46 -1.67 0.21
H -1.09 -0.69 -3.25 0.19
H 0.06 -3.37 -4.11 0.20
H -1.42 -2.59 -4.85 0.20
H 0.05 -1.80 -5.01 0.21
H -1.77 -3.45 -2.21 0.20
H -1.77 -2.07 -1.11 0.21
H -2.86 -2.10 -2.53 0.21
```

ii.
# C11H18O

A 2-piece molecular cluster, C11H18O overall (wB97M-V/def2-TZVPD, OMol25).

Results
Orbital gap: 9.5982 eV
2S+1: 1

```
30
Properties=species:S:1:pos:R:3:nbo_charge:R:1
C -0.13 2.89 2.16 -0.62
C 0.69 2.45 0.98 -0.43
C -0.05 1.71 -0.09 0.00
C -0.10 2.24 -1.38 -0.22
C -1.01 1.72 -2.31 -0.21
C -1.76 0.60 -2.02 -0.23
C -1.69 0.08 -0.70 -0.17
C -0.96 0.71 0.25 -0.24
H -1.09 3.20 1.75 0.22
H 0.14 3.84 2.65 0.22
H -0.11 2.17 2.97 0.21
H 1.23 3.28 0.52 0.21
H 1.50 1.70 1.16 0.21
H 0.37 3.21 -1.59 0.21
H -1.16 2.03 -3.33 0.21
H -2.50 0.16 -2.67 0.21
H -2.43 -0.73 -0.64 0.22
H -0.75 0.26 1.24 0.21
C 1.46 -4.04 0.98 -0.65
C 1.12 -2.55 0.80 0.09
C 1.85 -1.95 -0.39 -0.64
O -0.33 -2.41 0.52 -0.73
H 2.39 -4.25 0.45 0.22
H 0.71 -4.59 0.40 0.22
H 1.47 -4.21 2.06 0.22
H 1.20 -1.87 1.64 0.17
H 2.06 -0.86 -0.16 0.21
H 2.76 -2.51 -0.63 0.21
H 1.22 -1.89 -1.28 0.24
H -0.73 -3.01 1.16 0.46
```

The least stable of them is ii.